Below is a cluster of 11 separate species, C71H63ClF17NO3P in total, with properties calculated with ωB97M-V/def2-TZVPD.

Geometry as XYZ:
```
157
Properties=species:S:1:pos:R:3:forces:R:3
C -1.945389 -6.289505 2.906064 0.4 -1.6 0.0
C -1.429088 -5.943508 1.389649 -0.7 -1.4 0.9
P -1.908342 -4.216528 0.737237 0.2 0.1 -2.6
C -3.824570 -4.166911 0.391009 -0.3 1.1 1.9
C -4.189124 -2.541689 0.277432 0.2 0.5 0.4
N -1.648413 -2.915250 1.915102 1.0 -1.1 0.4
C -0.427439 -2.037497 1.562983 -0.7 -1.3 0.9
C 0.900213 -2.971823 1.496613 1.9 -0.6 0.3
C 1.678020 -3.058022 0.063639 2.3 5.7 -3.9
O 2.155526 -2.035540 -0.655130 -3.2 -7.0 5.4
Cl 1.998418 -4.774107 -0.655632 -0.6 2.4 1.5
C -0.836552 -1.214119 0.219163 -2.3 4.6 -6.6
O -1.204583 0.090401 0.370522 2.3 -6.4 1.0
O -0.931582 -1.707970 -1.163427 1.1 1.1 8.2
C -0.251587 -1.076847 2.921575 -2.2 0.4 0.6
F -1.548238 -0.394391 3.292730 4.3 -2.4 -1.0
F 0.087632 -1.895619 4.145788 -0.7 2.0 -3.3
C 0.883289 0.078315 2.801668 -0.2 3.2 -1.0
F 1.705111 0.079951 1.575367 -2.6 -0.4 4.0
F 0.151322 1.400686 2.809410 2.7 -4.0 0.1
C 1.937462 0.168085 4.075262 2.1 1.8 0.9
F 2.814566 1.360459 3.769416 -3.0 -3.9 1.4
F 2.881932 -0.991947 4.146423 -3.5 3.9 0.1
F 1.284081 0.488373 5.374688 2.5 -1.6 -4.6
H -2.365885 -5.373548 3.500404 1.0 -1.7 -1.1
H -2.795410 -7.124450 2.858677 1.7 2.0 0.1
H -1.030084 -6.826454 3.452751 -2.1 1.4 -0.7
H -0.264468 -6.173186 1.274257 -2.5 0.9 0.2
H -1.961116 -6.734058 0.670743 1.1 1.9 1.3
H -4.124501 -4.773168 -0.565098 0.8 1.1 2.0
H -4.322261 -4.554124 1.386169 0.4 0.4 -2.2
H -3.443416 -1.973467 -0.456897 -1.7 -1.4 1.4
H -4.052990 -1.999254 1.331616 -0.2 -1.4 -2.3
H -5.312671 -2.368811 -0.025324 2.2 -0.5 0.4
H -1.514956 -3.388335 2.834728 0.0 1.0 -0.5
H 0.741555 -4.097763 1.861533 0.0 2.7 -0.9
H 1.697957 -2.531897 2.269464 -1.4 -0.9 -1.9
F 0.689829 -4.184307 7.141103 -0.1 -0.1 -0.1
C 1.297268 -3.245425 7.878756 0.5 0.8 0.5
C 0.685981 -2.008231 8.050020 -0.1 0.0 0.0
C 1.315683 -1.032143 8.822231 0.3 -0.4 0.0
C 2.556117 -1.300753 9.406139 -0.1 0.0 0.0
C 3.163950 -2.543881 9.224196 -0.4 0.2 -0.1
C 2.528810 -3.523459 8.461267 0.0 0.0 -0.1
H -0.273673 -1.814752 7.581957 0.1 -0.1 0.0
H 0.842437 -0.064386 8.968634 0.1 -0.2 -0.1
H 3.048985 -0.537592 10.004669 -0.1 -0.1 -0.1
H 4.131319 -2.749208 9.676236 -0.2 0.0 -0.1
H 2.982839 -4.498221 8.316962 -0.1 0.1 0.0
F 9.006854 -2.662879 8.047401 0.2 -0.2 0.2
C 8.140126 -1.923903 7.342198 -0.8 0.7 -0.6
C 6.909623 -2.465612 6.987136 0.1 0.0 0.1
C 6.004811 -1.694752 6.257292 0.4 0.3 0.1
C 6.345446 -0.393184 5.880907 -0.1 -0.1 0.0
C 7.585008 0.139808 6.237748 -0.2 -0.4 0.1
C 8.484955 -0.627326 6.977097 0.0 -0.1 0.0
H 6.665796 -3.481269 7.281141 0.1 0.1 0.0
H 5.037092 -2.106314 5.981457 0.2 0.1 0.1
H 5.641201 0.206134 5.307821 0.2 -0.2 0.2
H 7.849547 1.151616 5.940144 -0.1 -0.2 0.1
H 9.449132 -0.225653 7.270608 -0.1 -0.1 0.0
F 6.139146 2.271213 4.426189 0.0 0.1 0.4
C 6.237691 2.305658 3.090631 0.1 0.0 -1.4
C 5.344454 1.570087 2.319453 0.0 -0.1 0.1
C 5.443459 1.609720 0.928695 0.3 0.3 0.1
C 6.442592 2.376713 0.324350 0.0 0.0 0.1
C 7.337578 3.107543 1.107175 -0.3 -0.3 0.0
C 7.231261 3.076523 2.497417 0.0 0.0 0.1
H 4.580163 0.973470 2.806650 0.3 0.1 -0.2
H 4.745075 1.044388 0.316643 0.1 0.1 0.2
H 6.522242 2.403795 -0.760314 0.0 0.0 0.2
H 8.116956 3.700512 0.634667 -0.2 -0.2 0.2
H 7.912920 3.645571 3.120834 -0.1 0.0 0.0
F -4.439780 1.935585 -1.260927 -0.2 -0.2 -0.2
C -3.832341 2.874467 -0.523275 0.8 1.0 0.9
C -4.443628 4.111662 -0.352011 -0.1 -0.1 -0.1
C -3.813926 5.087750 0.420200 0.3 -0.3 0.0
C -2.573491 4.819139 1.004109 -0.1 0.0 0.0
C -1.965659 3.576012 0.822164 -0.4 0.2 -0.2
C -2.600798 2.596433 0.059235 -0.1 0.0 -0.2
H -5.403282 4.305140 -0.820075 0.0 0.0 0.0
H -4.287172 6.055507 0.566603 0.0 -0.2 -0.1
H -2.080624 5.582301 1.602638 -0.1 -0.1 -0.1
H -0.998289 3.370684 1.274204 -0.2 -0.1 -0.1
H -2.146769 1.621671 -0.085069 0.0 0.0 0.0
F -6.354629 0.973564 -7.243408 0.0 -0.1 -0.2
C -6.638325 1.743140 -6.184218 -0.2 0.6 0.9
C -5.775787 1.750983 -5.093521 0.0 0.0 -0.1
C -6.068118 2.556034 -3.992606 -0.3 0.1 -0.2
C -7.226671 3.336755 -3.990230 0.0 0.0 -0.1
C -8.088757 3.318170 -5.087678 0.4 -0.2 0.1
C -7.790361 2.521634 -6.192906 -0.1 -0.1 -0.1
H -4.884931 1.131657 -5.109756 -0.1 0.1 0.0
H -5.396175 2.575194 -3.138161 -0.1 -0.1 -0.2
H -7.456588 3.961112 -3.129480 0.0 -0.1 -0.2
H -8.991989 3.923513 -5.081836 0.2 -0.1 0.0
H -8.444762 2.501986 -7.058066 0.1 0.0 0.1
F 8.147978 5.961685 1.105284 0.2 0.0 -0.2
C 7.558166 6.755094 2.009296 -0.5 0.7 0.8
C 6.192760 6.630847 2.241417 0.0 -0.1 -0.1
C 5.579179 7.453228 3.186291 0.5 0.1 0.0
C 6.336747 8.399153 3.881342 0.0 0.0 0.0
C 7.705690 8.519657 3.637617 -0.3 -0.3 -0.1
C 8.320917 7.689580 2.700864 0.0 -0.1 -0.1
H 5.618958 5.896188 1.686007 0.1 0.0 0.1
H 4.513722 7.358638 3.380719 0.2 0.0 -0.1
H 5.856925 9.043422 4.615003 0.1 -0.1 -0.1
H 8.292478 9.259407 4.176833 -0.1 -0.2 -0.1
H 9.385552 7.763651 2.505433 -0.1 0.0 0.0
F -6.527123 8.337034 -9.054119 -0.2 0.3 -0.1
C -5.790017 7.296231 -8.644219 0.7 -1.0 0.4
C -6.414491 6.212896 -8.035883 0.0 0.1 0.0
C -5.648010 5.126736 -7.613576 0.3 0.3 -0.2
C -4.262813 5.140933 -7.794699 -0.1 -0.1 0.1
C -3.644734 6.235168 -8.401791 -0.4 -0.1 0.1
C -4.412737 7.316091 -8.834008 -0.1 0.1 0.0
H -7.490504 6.223191 -7.896088 0.1 0.0 0.0
H -6.127571 4.271521 -7.143919 0.1 0.2 -0.1
H -3.664858 4.295505 -7.461124 -0.2 0.2 -0.1
H -2.566009 6.245759 -8.537970 -0.2 0.0 0.0
H -3.949730 8.170830 -9.315850 -0.1 0.0 0.1
F 1.652565 -6.814989 -2.165983 -0.1 -0.6 -0.2
C 1.751109 -6.780543 -3.501542 0.1 0.0 -1.0
C 0.857872 -7.516114 -4.272719 0.0 0.0 0.0
C 0.956878 -7.476481 -5.663477 0.4 0.3 0.2
C 1.956010 -6.709488 -6.267823 0.0 0.0 0.0
C 2.850997 -5.978658 -5.484998 -0.3 -0.3 0.1
C 2.744679 -6.009679 -4.094757 0.1 0.0 0.1
H 0.093581 -8.112731 -3.785522 0.1 0.1 0.0
H 0.258493 -8.041813 -6.275529 0.1 0.1 0.1
H 2.035661 -6.682407 -7.352486 0.0 0.0 0.2
H 3.630374 -5.385690 -5.957505 -0.2 -0.1 0.1
H 3.426339 -5.440630 -3.471338 -0.1 -0.1 0.0
F -5.431691 -7.624138 0.625101 0.1 0.0 0.1
C -6.121636 -7.738657 -0.517473 -0.5 -0.1 -0.9
C -7.481033 -7.446118 -0.528138 0.0 0.0 0.1
C -8.198727 -7.560268 -1.718711 0.5 -0.1 -0.1
C -7.550500 -7.976666 -2.884127 0.0 0.0 0.1
C -6.186786 -8.272860 -2.862095 -0.3 0.1 0.3
C -5.467173 -8.147845 -1.674003 0.0 0.0 0.1
H -7.969317 -7.132189 0.388640 0.1 0.0 -0.1
H -9.260248 -7.326394 -1.739303 0.2 0.0 0.0
H -8.111611 -8.069858 -3.811510 0.1 0.0 0.2
H -5.685301 -8.600717 -3.769468 -0.1 0.1 0.2
H -4.404762 -8.365373 -1.640969 -0.1 0.0 0.0
F -1.546887 3.694186 -7.615386 -0.1 -0.1 -0.3
C -0.671070 3.902317 -6.623296 0.9 0.2 1.0
C 0.468558 3.109958 -6.539230 0.0 0.0 -0.1
C 1.383306 3.329697 -5.509409 -0.3 0.3 0.1
C 1.142397 4.333274 -4.567826 0.0 0.0 -0.1
C -0.006928 5.119966 -4.657816 0.2 -0.3 -0.2
C -0.915728 4.907341 -5.694110 -0.1 0.0 -0.1
H 0.634765 2.329691 -7.274765 -0.1 0.1 0.1
H 2.281239 2.720794 -5.439413 -0.2 0.1 0.0
H 1.853910 4.501364 -3.762180 -0.2 -0.1 -0.1
H -0.194342 5.897737 -3.921438 0.0 -0.2 -0.2
H -1.809706 5.515455 -5.784268 0.0 -0.1 0.0
```
Forces are in eV/Å.

The spin multiplicity is 1. The max |F| is 9.38 eV/Å. The charge is -1. Its LUMO energy is 0.076 hartree.